(1)
Below is a 7-piece molecular cluster, C13H40O10 overall, with properties calculated with the ωB97M-V functional and the def2-TZVPD basis.

The value obtained for the HOMO-LUMO gap is 9.569 eV. The value obtained for the total energy is -1271.54492 Eh. The charge is 0. The calculation puts the molar mass at 356.45 g/mol. The SMILES is COCCOC.COCCOC.COCCOC.CO.O.O.O.

Each line ends with the Löwdin charge.
Atoms and positions in Å:
C (5.41230, -1.40855, -2.03600)  -0.10
O (4.62939, -2.50087, -1.61089)  -0.16
C (3.25448, -2.21106, -1.57989)  -0.22
C (2.56630, -2.11579, -2.93616)  -0.21
O (2.69975, -3.28833, -3.70280)  -0.16
C (1.75333, -4.27059, -3.38996)  -0.12
H (6.42734, -1.75357, -2.21291)  0.09
H (5.35628, -0.59450, -1.30543)  0.09
H (5.07195, -1.01242, -3.00153)  0.08
H (3.08497, -1.27912, -1.01920)  0.10
H (2.75530, -2.94934, -0.94587)  0.12
H (2.98345, -1.28918, -3.51210)  0.12
H (1.51870, -1.85721, -2.72842)  0.12
H (0.77271, -4.05585, -3.83086)  0.09
H (1.70977, -4.58576, -2.34468)  0.08
H (2.04165, -5.18720, -3.92510)  0.09
C (-4.91805, 1.81015, 3.13622)  -0.09
O (-3.92254, 1.40004, 2.21312)  -0.22
C (-2.59174, 1.71450, 2.59528)  -0.19
C (-2.13782, 3.07332, 2.09257)  -0.21
O (-2.86521, 4.10470, 2.70685)  -0.18
C (-2.49697, 5.37053, 2.23905)  -0.12
H (-4.93347, 2.90137, 3.22891)  0.08
H (-4.72788, 1.34390, 4.10426)  0.09
H (-5.90257, 1.59050, 2.72417)  0.09
H (-1.97898, 0.96667, 2.08085)  0.11
H (-2.41765, 1.54521, 3.66222)  0.13
H (-2.22755, 3.10141, 1.00326)  0.13
H (-1.07847, 3.12507, 2.39493)  0.13
H (-1.47757, 5.66630, 2.51738)  0.09
H (-3.18580, 6.12086, 2.62304)  0.09
H (-2.54420, 5.42909, 1.14213)  0.09
C (-0.89979, 0.88494, -1.59854)  -0.12
O (0.29633, 1.61309, -1.56344)  -0.18
C (1.28440, 0.95257, -0.76528)  -0.20
C (2.61935, 1.61330, -0.82348)  -0.21
O (2.57635, 2.96360, -0.37980)  -0.17
C (3.12734, 3.10983, 0.91811)  -0.11
H (-1.19685, 0.55320, -0.59949)  0.07
H (-0.84450, 0.05545, -2.31897)  0.09
H (-1.67034, 1.53288, -2.02483)  0.09
H (1.34016, -0.08422, -1.11193)  0.10
H (0.88456, 1.01227, 0.25022)  0.11
H (3.01233, 1.65431, -1.84765)  0.13
H (3.34778, 1.00984, -0.27214)  0.11
H (3.03225, 4.16047, 1.18935)  0.09
H (4.17529, 2.80048, 0.94367)  0.09
H (2.55347, 2.53242, 1.65237)  0.08
C (-0.86297, -2.97548, 0.28572)  -0.12
O (-0.86046, -1.81183, 1.10806)  -0.15
H (0.14267, -3.09975, -0.11112)  0.07
H (-1.13501, -3.89315, 0.81455)  0.08
H (-1.57393, -2.82199, -0.52903)  0.08
H (-1.77598, -1.54318, 1.24579)  0.05
O (1.34587, -0.38558, 2.12206)  -0.07
H (1.21397, -0.10906, 3.03264)  0.03
H (0.64732, -1.03382, 1.94025)  0.00
O (-4.08859, -1.39565, 1.85603)  -0.05
H (-4.91834, -1.87842, 1.82102)  0.04
H (-4.30303, -0.48988, 1.58346)  0.02
O (-3.11890, -4.44072, -2.65115)  -0.06
H (-4.07988, -4.41586, -2.66765)  0.03
H (-2.90206, -4.97430, -1.88123)  0.03

(2)
Below is a 7-piece molecular cluster, C13H40O13 overall, with properties calculated with the ωB97M-V functional and the def2-TZVPD basis.

The value obtained for the HOMO-LUMO gap is 9.926 eV. The energy above the lowest of the compared OMol25 structures with the same formula, charge and spin comes out at 16.68 kcal/mol. The value obtained for the total energy is -1497.27391 Eh. The charge is 0. The calculation puts the molar mass at 404.45 g/mol. The SMILES is OCCO.OCCO.OCCO.OCCO.OCCO.OCCO.CO.

Each line ends with the Löwdin charge.
Atoms and positions in Å:
O (-4.02310, -0.17765, 0.44682)  -0.09
C (-4.05014, 1.24498, 0.28320)  -0.21
C (-3.53039, 1.97542, 1.52855)  -0.24
O (-2.13261, 2.14354, 1.48085)  -0.07
H (-3.25438, -0.39296, 0.98693)  0.05
H (-3.48853, 1.52262, -0.61278)  0.10
H (-5.09546, 1.50407, 0.10321)  0.12
H (-3.89308, 1.43786, 2.41441)  0.12
H (-3.95794, 2.97602, 1.61444)  0.12
H (-1.73954, 1.30796, 1.18539)  0.03
O (-1.14248, -1.80919, 3.56291)  -0.08
C (-2.31871, -2.51303, 3.13406)  -0.20
C (-1.96826, -3.43781, 2.00444)  -0.26
O (-3.09338, -4.24621, 1.70356)  -0.04
H (-0.60400, -2.37463, 4.12238)  0.10
H (-2.73271, -2.99703, 4.01643)  0.13
H (-3.08233, -1.83386, 2.75169)  0.12
H (-1.11297, -4.07872, 2.27867)  0.12
H (-1.54499, -2.92880, 1.13093)  0.11
H (-3.10898, -4.44353, 0.76484)  0.09
O (4.58115, 0.93547, -6.64796)  -0.06
C (3.20753, 0.61735, -6.59086)  -0.26
C (2.82125, 0.09737, -5.20597)  -0.23
O (3.12848, 1.09379, -4.22963)  -0.09
H (4.79585, 1.53930, -5.92504)  0.08
H (2.49301, 1.37366, -6.93416)  0.12
H (3.12481, -0.20193, -7.31432)  0.12
H (3.31406, -0.83894, -4.94539)  0.12
H (1.73461, -0.03470, -5.25116)  0.12
H (2.42124, 1.12620, -3.57888)  0.06
O (-1.99623, 1.13964, -2.37626)  -0.09
C (-2.75247, 0.13713, -3.03554)  -0.24
C (-2.66605, -1.19763, -2.31701)  -0.23
O (-1.38236, -1.80150, -2.48782)  -0.08
H (-1.06405, 0.81089, -2.38966)  0.05
H (-3.79449, 0.46237, -2.95478)  0.12
H (-2.59400, 0.06043, -4.11608)  0.12
H (-3.50189, -1.85370, -2.59656)  0.12
H (-2.76569, -1.02212, -1.23520)  0.10
H (-1.35703, -2.58476, -1.93336)  0.07
O (0.28643, 1.45666, 6.36332)  -0.06
C (0.95879, 0.60710, 5.46797)  -0.25
C (2.39012, 1.18666, 5.27595)  -0.27
O (2.42863, 2.57379, 5.14970)  -0.05
H (0.68017, 2.33278, 6.23563)  0.08
H (0.97193, -0.44848, 5.74429)  0.11
H (0.44841, 0.57735, 4.48829)  0.10
H (3.07603, 0.64747, 4.60815)  0.12
H (2.86061, 0.92194, 6.23635)  0.12
H (2.25908, 2.82034, 4.23157)  0.11
O (-0.63938, -0.26236, 1.20212)  -0.09
C (0.65294, -0.14056, 0.63092)  -0.20
C (0.69931, 0.95806, -0.42596)  -0.19
O (0.57746, 0.58908, -1.79446)  -0.09
H (-0.52168, -0.73365, 2.04630)  0.06
H (1.39587, 0.10427, 1.39406)  0.13
H (0.95043, -1.08123, 0.14575)  0.12
H (1.70082, 1.40517, -0.37045)  0.11
H (0.02149, 1.76538, -0.15151)  0.13
H (1.09808, -0.19364, -2.00056)  0.09
C (4.26812, 0.02285, -1.31854)  -0.16
O (4.71072, 1.05992, -0.45938)  -0.10
H (4.42457, 0.31623, -2.35939)  0.07
H (4.93983, -0.82407, -1.20242)  0.09
H (3.21946, -0.27149, -1.25245)  0.05
H (4.26799, 1.87306, -0.72053)  0.07

(3)
Below is a 14-piece molecular cluster, C13H42BNO21 overall, with properties calculated with the ωB97M-V functional and the def2-TZVPD basis.

The value obtained for the HOMO-LUMO gap is 3.216 eV. The value obtained for the total energy is -2180.43036 Eh. The charge is -2. The calculation puts the molar mass at 559.28 g/mol.

Each line ends with the Löwdin charge.
Atoms and positions in Å:
C (-5.43685, 14.78580, -4.94100)  -0.06
C (-5.62654, 14.53129, -3.43040)  -0.50
C (-7.13028, 14.16642, -3.16933)  -0.15
C (-7.49542, 12.79591, -3.65748)  -0.22
C (-6.66350, 11.77321, -2.96101)  -0.15
C (-5.10108, 12.00422, -3.11127)  -0.47
N (-4.80984, 13.44058, -2.86048)  -0.20
O (-3.40832, 13.78306, -2.88580)  -0.35
C (-4.68503, 11.60792, -4.55876)  -0.06
C (-4.47055, 10.99628, -2.10400)  -0.04
C (-5.39357, 15.90594, -2.76119)  -0.07
H (-4.51221, 15.33075, -5.13351)  0.07
H (-6.24745, 15.36695, -5.38624)  0.07
H (-5.39971, 13.85882, -5.51318)  0.05
H (-7.81066, 14.88112, -3.63680)  0.10
H (-7.27095, 14.17727, -2.08618)  0.11
H (-7.42930, 12.79558, -4.74866)  0.10
H (-8.54106, 12.49628, -3.55632)  0.09
H (-6.93438, 10.75123, -3.23050)  0.10
H (-6.87009, 11.91639, -1.89698)  0.11
H (-3.87829, 12.26827, -4.87939)  0.07
H (-5.53013, 11.54216, -5.24663)  0.06
H (-4.24124, 10.61616, -4.68830)  0.05
H (-3.38656, 11.06597, -2.19915)  0.07
H (-4.83000, 9.98197, -2.27008)  0.06
H (-4.70292, 11.40212, -1.11788)  0.08
H (-5.52535, 15.79324, -1.68325)  0.07
H (-6.21977, 16.58086, -2.99982)  0.06
H (-4.47145, 16.42059, -3.02543)  0.06
O (-12.51991, 8.89475, -4.17618)  0.12
C (-11.41687, 9.16181, -3.71314)  -0.39
O (-10.77101, 8.43975, -2.88205)  0.23
B (-9.45995, 9.07597, -2.49782)  -0.92
O (-9.32950, 10.12704, -3.48065)  0.22
C (-10.53570, 10.38337, -4.02005)  -0.30
O (-10.83770, 11.34434, -4.73030)  0.13
O (-9.47702, 9.49797, -1.12095)  0.27
C (-8.37308, 9.11410, -0.52972)  -0.35
O (-7.99293, 9.37185, 0.58581)  0.14
C (-7.57067, 8.28994, -1.54751)  -0.32
O (-8.32111, 8.15116, -2.62156)  0.22
O (-6.46964, 7.82529, -1.32136)  0.13
O (-14.65466, 11.32824, -4.56156)  -0.08
H (-14.32101, 10.42843, -4.57122)  0.00
H (-14.00076, 11.81949, -4.05002)  -0.03
O (-8.59129, 5.05979, -2.82553)  -0.04
H (-8.71954, 5.99786, -2.66757)  0.00
H (-9.15308, 4.86439, -3.57829)  0.03
O (-8.54283, 8.21637, -5.93636)  -0.03
H (-7.63501, 8.49297, -6.07682)  0.04
H (-8.68385, 8.32589, -4.99381)  0.00
O (-11.88382, 9.39087, 1.32017)  -0.04
H (-11.03530, 9.12569, 0.95551)  0.04
H (-12.14834, 8.65334, 1.87423)  0.05
O (-9.26964, 13.20679, -6.67980)  -0.06
H (-9.50867, 12.47054, -6.11000)  0.00
H (-9.73827, 13.95690, -6.30987)  0.03
O (-4.91792, 7.16828, -3.65282)  -0.06
H (-5.08572, 7.79072, -4.36296)  0.02
H (-5.38032, 7.53750, -2.89284)  -0.02
O (-11.97760, 6.42331, -5.76113)  -0.06
H (-11.96929, 7.25124, -5.27193)  -0.01
H (-12.05781, 6.68824, -6.67911)  0.03
O (-4.11330, 7.33778, -0.03463)  -0.06
H (-4.08489, 7.90317, 0.73949)  0.03
H (-5.05159, 7.23053, -0.22129)  -0.01
O (-6.45756, 11.27323, 1.90065)  -0.07
H (-7.31806, 11.60353, 2.16347)  0.02
H (-6.65356, 10.57117, 1.27256)  -0.01
O (-13.85480, 9.08329, -0.64877)  -0.06
H (-13.33081, 8.66899, -1.33739)  0.01
H (-13.23896, 9.21378, 0.08262)  -0.02
O (-11.18734, 6.56534, -0.66172)  -0.03
H (-11.61088, 6.79374, -1.49304)  0.02
H (-11.84747, 6.05903, -0.18427)  0.04
O (-12.86495, 12.37874, -2.80949)  -0.03
H (-12.15966, 13.02210, -2.91037)  0.06
H (-12.82805, 12.11979, -1.88572)  0.06